{"formula": "C20H47F3NO8PtS6", "method": "the ωB97M-V functional and the def2-TZVPD basis", "e_lumo_ev": [-4.83, -5.42], "s2": 2.006, "homo_lumo_gap_ev": [5.08, 4.49], "multiplicity": 3, "e_homo_ev": [-9.91, -9.91], "charge": 1, "symbols": ["H", "H", "H", "H", "F", "H", "O", "H", "H", "H", "H", "O", "H", "S", "S", "O", "H", "C", "C", "S", "Pt", "F", "C", "C", "C", "H", "C", "H", "H", "H", "C", "H", "H", "H", "C", "C", "H", "H", "C", "H", "S", "C", "C", "H", "F", "H", "H", "H", "H", "O", "H", "H", "H", "H", "O", "C", "H", "O", "H", "C", "H", "O", "H", "H", "H", "O", "C", "H", "C", "C", "C", "H", "H", "H", "H", "H", "S", "C", "C", "N", "H", "H", "H", "H", "S", "H"], "xyz": [[25.749, -6.114, 12.514], [23.672, -4.122, 8.958], [17.810, -6.480, 12.767], [19.396, 1.300, 7.773], [21.694, -0.660, 10.549], [17.870, -3.793, 8.882], [18.233, -1.325, 11.200], [22.011, -2.068, 14.948], [17.791, -10.250, 13.565], [23.812, -3.474, 14.983], [19.159, -3.542, 15.477], [20.155, -7.897, 12.321], [24.224, -5.259, 12.629], [24.181, -1.283, 14.083], [25.075, -5.495, 10.317], [24.739, -2.650, 13.796], [19.551, -1.881, 9.825], [20.483, -0.303, 10.963], [19.553, -1.520, 10.859], [17.710, -1.569, 15.276], [16.253, -1.697, 12.075], [20.040, 0.687, 10.183], [20.361, -3.764, 11.170], [19.489, 1.123, 6.715], [18.439, 0.057, 14.913], [21.993, -2.020, 13.269], [24.283, -0.464, 12.427], [20.992, -3.672, 10.273], [23.139, -6.570, 15.890], [14.615, -5.608, 11.572], [15.022, -5.500, 10.567], [21.345, -5.651, 11.666], [21.573, -6.492, 14.942], [19.936, -0.446, 3.979], [24.001, -4.040, 9.989], [25.193, -5.259, 12.137], [18.429, -10.103, 11.916], [19.626, -2.474, 14.191], [22.451, -5.965, 15.300], [25.699, -4.302, 12.244], [19.169, -8.326, 13.371], [19.552, 2.136, 5.753], [21.131, -4.675, 12.098], [15.077, -6.518, 10.179], [20.582, 0.193, 12.206], [20.008, 1.909, 3.527], [16.874, -7.586, 13.755], [22.074, -4.266, 12.468], [21.912, -0.478, 14.274], [16.780, -3.689, 11.595], [23.494, -2.610, 16.481], [17.708, 0.828, 15.142], [19.673, -1.070, 6.487], [19.456, -10.768, 13.204], [24.200, -6.704, 10.062], [19.290, -2.492, 15.237], [24.390, -4.089, 16.531], [21.939, -4.776, 17.698], [23.075, -5.605, 14.480], [17.023, -4.466, 9.031], [23.522, 0.317, 12.407], [16.928, -1.994, 14.029], [24.073, -1.199, 11.655], [14.481, -4.793, 9.948], [18.830, 0.070, 13.897], [20.070, -2.501, 11.722], [19.650, -0.079, 6.067], [17.189, -7.931, 12.011], [23.549, -3.603, 16.035], [19.831, 1.558, 4.529], [22.376, -1.451, 14.119], [20.162, -2.025, 15.693], [17.213, -5.332, 8.398], [20.501, -4.826, 12.982], [19.476, -4.286, 10.786], [24.560, -3.127, 10.193], [21.971, -4.471, 16.233], [17.597, -7.532, 12.941], [18.684, -10.039, 12.973], [19.825, 0.202, 4.737], [25.275, -0.031, 12.339], [16.184, -3.871, 8.665], [23.158, -4.064, 10.680], [19.385, 3.190, 5.911], [16.772, -4.953, 10.762], [19.239, 0.134, 15.650]]}


{"formula": "C20H47N6O7", "method": "the ωB97M-V functional and the def2-TZVPD basis", "e_lumo_ev": 2.22, "homo_lumo_gap_ev": 5.82, "de_lowest_kj_mol": 0.0, "e_homo_ev": -3.61, "charge": -1, "symbols": ["H", "H", "H", "C", "H", "C", "O", "C", "N", "C", "H", "H", "H", "H", "O", "C", "C", "O", "H", "H", "C", "H", "N", "H", "H", "N", "H", "C", "O", "C", "H", "H", "H", "H", "H", "H", "N", "H", "H", "N", "H", "C", "H", "O", "C", "C", "H", "H", "H", "C", "C", "H", "N", "H", "H", "H", "H", "C", "H", "O", "H", "C", "H", "C", "H", "H", "C", "H", "O", "H", "H", "C", "H", "H", "H", "H", "H", "C", "H", "H"], "xyz": [[-2.444, 2.839, 1.541], [-2.261, -1.051, -1.842], [-0.155, 2.712, 1.851], [0.170, 3.496, 2.535], [0.831, -6.909, 1.201], [-1.365, -4.464, 1.167], [5.927, 4.096, 3.187], [-2.914, 2.340, 0.689], [-3.963, 3.136, 0.104], [-3.634, 4.515, -0.190], [0.866, -3.279, 0.284], [-3.307, 1.405, 1.082], [-4.860, -2.348, 0.274], [0.654, 3.006, 3.389], [1.570, -0.704, -3.797], [1.214, 5.705, 2.601], [-0.342, -2.618, -4.468], [-2.365, -4.997, 1.601], [4.259, 4.098, 2.030], [-5.239, 1.531, 0.034], [0.003, -0.194, -0.110], [-2.899, -1.086, -0.333], [0.981, 4.476, 1.895], [-0.457, -0.862, 0.633], [3.936, 2.987, 0.123], [0.642, -2.746, -3.410], [0.055, -1.921, -5.208], [6.745, 1.883, 1.648], [2.482, 4.961, 0.273], [-5.142, 2.593, -0.251], [1.613, -3.958, 1.712], [-2.673, 4.516, -0.715], [-0.818, -6.849, 1.746], [1.880, 5.556, 3.461], [1.363, -3.884, -1.823], [1.207, 3.334, 0.190], [-0.120, -5.001, 1.123], [0.266, 6.064, 3.018], [-5.164, -3.156, -2.925], [-3.844, -2.485, -1.550], [4.503, 1.345, 0.323], [1.045, -4.215, 0.807], [-5.577, -3.463, -0.852], [-6.025, 3.155, -0.874], [-4.235, -2.566, -2.844], [0.119, -6.287, 1.740], [-1.280, -2.157, -4.149], [0.107, -0.750, -1.054], [1.725, -4.845, 0.228], [-4.616, -3.086, -0.497], [-2.664, -1.789, -1.140], [-0.523, -3.607, -4.887], [5.667, 2.783, 1.335], [1.626, 6.468, 1.951], [-0.321, -3.995, -1.988], [0.819, -4.822, -3.172], [6.373, 0.854, 1.686], [1.553, -1.755, -3.205], [-3.510, 5.052, 0.753], [1.837, 1.293, -0.553], [-1.306, -3.402, 0.867], [5.264, 3.696, 2.246], [5.359, 2.523, -0.717], [1.347, 0.451, 0.320], [7.301, 2.164, 2.533], [2.308, -1.980, -2.431], [4.833, 2.381, 0.233], [-1.801, -2.419, -0.931], [-3.662, -2.053, -3.781], [1.101, 0.893, 1.340], [2.011, -0.426, 0.600], [1.594, 4.243, 0.688], [-4.361, 5.000, -0.829], [-0.675, 0.618, -0.392], [7.431, 1.875, 0.788], [-4.112, -3.921, -0.002], [0.360, -6.165, 2.801], [0.588, -3.925, -2.594], [-0.773, 3.894, 2.942], [-2.127, 2.201, -0.054]]}